Record 1
C6H7NS in the gas phase at a distorted geometry, computed with ωB97M-V/def2-TZVPD.

Structure (XYZ):
```
15
C6H7NS ωB97M-V/def2-TZVPD
C 0.10718 -0.99821 -0.72640
C -0.25093 -2.12955 -0.08078
C -0.06085 0.24255 -0.02385
C -1.01921 -0.00989 1.16912
C -1.95725 0.64817 1.82513
C 1.69956 1.25616 -1.32173
N 0.71293 1.22143 -0.23626
S -0.94283 -1.73918 1.49130
H 0.60596 -1.15264 -1.66207
H -0.06953 -3.10803 -0.23753
H -2.63508 0.16090 2.43649
H -2.03571 1.76922 1.85634
H 1.98102 0.15531 -1.59609
H 1.29542 1.99846 -1.91187
H 2.56934 1.68531 -0.98183
```

Results
energy above the lowest of the compared OMol25 structures with the same formula, charge and spin: 276.0 kJ/mol
strongest force on any atom: 5.00 eV/Å
SMILES string: C=C1SC=C/C1=N\C
calculated total energy: -18657.888 eV
LUMO: 0.21 eV

natural (NBO) atomic charge list, values in e, 8 entries:
1. C -0.32
2. C -0.27
3. C 0.20
4. C -0.19
5. C -0.36
6. C -0.44
7. N -0.37
8. S 0.28

=====

Record 2
A molecular structure, C2H2N2O at a distorted geometry, computed with ωB97M-V/def2-TZVPD.

Structure (XYZ):
```
7
C2H2N2O ωB97M-V/def2-TZVPD
O 1.40477 1.07030 -0.52029
C 1.16306 0.02779 0.02137
N -0.06175 -0.34587 0.59190
C -1.27402 -0.16103 -0.05369
N -1.16716 1.04374 0.18206
H 1.90810 -0.75628 0.20984
H -1.97300 -0.87866 -0.43119
```

Results
energy above the lowest of the compared OMol25 structures with the same formula, charge and spin: 350.9 kJ/mol
strongest force on any atom: 1.38 eV/Å
calculated total energy: -7130.207 eV
LUMO: -0.44 eV

Atom-resolved charges from natural (NBO), all expressed in e:
1. O -0.52
2. C 0.50
3. N -0.40
4. C 0.17
5. N -0.10
6. H 0.14
7. H 0.21

=====

Record 3
C11H12N2S in the gas phase at a distorted geometry, computed with ωB97M-V/def2-TZVPD.

Structure (XYZ):
```
26
C11H12N2S ωB97M-V/def2-TZVPD
C 3.79351 1.74375 -1.18049
C 3.32873 2.37708 0.01967
C 3.01204 0.73035 -1.67183
C 2.16674 1.89082 0.65535
C 1.80226 0.28510 -1.12536
C -1.50852 -1.38873 0.76298
C 1.43812 0.80449 0.07284
C -2.80810 -1.63265 0.40854
C -1.48095 0.48181 -0.71510
C -3.65087 -2.71212 1.02155
C 0.25064 0.22384 0.78511
N -0.86322 -0.37995 0.04198
N -3.19992 -0.80769 -0.56425
S -1.63367 1.83184 -1.60709
H 4.71590 1.93072 -1.67040
H 3.91856 3.15574 0.52615
H 3.45632 0.27676 -2.67914
H 1.91311 2.36813 1.57862
H 1.16577 -0.39118 -1.72474
H -0.80016 -1.88303 1.41387
H -3.24065 -2.79082 1.97023
H -4.72176 -2.44873 0.98318
H -3.47488 -3.57197 0.45118
H 0.69021 -0.65936 1.34602
H -0.10961 1.00416 1.55479
H -4.15960 -0.43837 -0.65367
```

Results
energy above the lowest of the compared OMol25 structures with the same formula, charge and spin: 370.6 kJ/mol
strongest force on any atom: 3.81 eV/Å
calculated total energy: -25413.456 eV
LUMO: 0.55 eV

natural (NBO) atomic charge list, values in e, 8 entries:
1. C -0.23
2. C -0.18
3. C -0.18
4. C -0.22
5. C -0.24
6. C -0.24
7. C -0.03
8. C 0.23

=====

Record 4
C4H13N3S in the gas phase at a distorted geometry, computed with ωB97M-V/def2-TZVPD.

Structure (XYZ):
```
21
C4H13N3S ωB97M-V/def2-TZVPD
C 0.20896 -0.84754 -0.13722
N 1.00147 0.27126 0.33902
C 2.39732 0.35226 -0.11771
N 3.17056 1.53281 0.25174
C -1.23563 -0.58626 0.19209
C -1.84921 0.68423 -0.53649
S -3.41053 1.01824 0.27768
N -2.03477 -1.69845 -0.39501
H 0.36241 -1.02618 -1.13655
H 0.51766 -1.76159 0.58445
H 0.93583 0.32633 1.35819
H 2.25903 0.48596 -1.15350
H 2.86707 -0.59737 0.09858
H 3.12657 2.30101 -0.42205
H 4.11699 1.32020 0.53509
H -1.31877 -0.38816 1.27234
H -1.14763 1.54731 -0.54218
H -2.20209 0.23310 -1.57458
H -2.82817 0.88487 1.46555
H -1.90195 -2.60535 0.05784
H -3.03514 -1.44668 -0.41726
```

Results
energy above the lowest of the compared OMol25 structures with the same formula, charge and spin: 174.7 kJ/mol
strongest force on any atom: 5.09 eV/Å
SMILES string: NCNC[C@H](N)CS
calculated total energy: -19663.011 eV
LUMO: 1.00 eV

natural (NBO) atomic charge list, values in e, 8 entries:
1. C -0.21
2. N -0.65
3. C -0.04
4. N -0.85
5. C -0.05
6. C -0.56
7. S -0.03
8. N -0.87

=====

Record 5
2 unconnected molecules or ions with the total composition C5H11NO at a distorted geometry, computed with ωB97M-V/def2-TZVPD.

Structure (XYZ):
```
18
C5H11NO ωB97M-V/def2-TZVPD
C 0.23739 -0.80501 -2.82348
C -0.18287 0.08442 -1.64361
C -1.48872 -0.05582 0.43764
C 0.81848 1.07641 2.87892
C 1.52285 0.34728 2.01608
H -0.49502 -1.57589 -3.02993
H 1.28632 -1.29574 -2.86177
H 0.26090 -0.06711 -3.63311
H -1.18426 -1.67059 -1.12509
H -0.88599 0.89111 0.42999
H -2.54241 0.26669 0.68312
H -0.93223 -0.63074 1.21511
H 1.20750 1.80759 3.60283
H -0.26358 1.00377 2.84332
H 2.64152 0.31788 2.03031
H 1.03031 -0.33012 1.32189
N -1.15317 -0.60488 -0.88147
O 0.12297 1.24075 -1.46075
```

Results
energy above the lowest of the compared OMol25 structures with the same formula, charge and spin: 206.4 kJ/mol
strongest force on any atom: 3.18 eV/Å
SMILES string: CNC(C)=O.C=C
calculated total energy: -8899.558 eV
LUMO: 0.85 eV

natural (NBO) atomic charge list, values in e, 8 entries:
1. C -0.73
2. C 0.68
3. C -0.46
4. C -0.39
5. C -0.38
6. H 0.21
7. H 0.24
8. H 0.24

=====

Record 6
A molecular structure, C19H22N2PdSe at a distorted geometry, computed with ωB97M-V/def2-TZVPD.

Structure (XYZ):
```
45
C19H22N2PdSe ωB97M-V/def2-TZVPD
C 1.27492 0.68210 1.96713
C 1.26341 -2.96886 0.46825
H 2.36902 0.55214 2.02149
H 0.81834 0.58232 2.96112
H 1.12118 1.69563 1.51613
H 0.89854 -3.25150 -0.52195
H 2.36437 -3.01312 0.58554
H 0.84079 -3.58537 1.26782
C 2.71782 1.62205 -0.57220
C 3.30156 2.54188 -1.44834
C 3.06206 2.39127 -2.81587
C 2.23584 1.34331 -3.22863
H 2.84253 1.76551 0.49490
H 3.92179 3.33511 -1.04949
H 3.48079 3.06427 -3.54922
H 1.98774 1.20095 -4.27502
N 1.98718 0.58736 -0.96694
C 1.69490 0.45155 -2.27688
C 0.74745 -0.61647 -2.69691
N 0.15904 -1.36063 -1.75058
C -0.69103 -2.33172 -2.08402
C -0.47114 -1.85272 -4.41282
C -1.04565 -2.62161 -3.40278
H -1.08490 -2.93262 -1.26285
H -1.74659 -3.43086 -3.59585
C 0.42628 -0.83907 -4.05751
H 0.88617 -0.21016 -4.81239
H -0.71241 -2.01669 -5.45998
Pd 0.93954 -1.03025 0.99401
C -1.29641 -1.44584 0.99245
H -0.96845 -2.49005 0.90129
H -2.02973 -1.29905 0.19646
H -1.74673 -1.26619 1.96693
Se -0.77107 0.76853 0.49751
C -1.88923 1.32443 1.95859
C -1.26847 2.01125 3.01267
C -1.74601 1.81175 4.30936
C -3.04005 1.29438 4.49178
C -3.83312 0.99698 3.37027
C -3.27289 1.03440 2.08290
H -0.40078 2.64226 2.81557
H -1.11461 2.06612 5.16361
H -3.44469 1.18468 5.50430
H -4.88829 0.74012 3.51136
H -3.87903 0.87243 1.18879
```

Results
energy above the lowest of the compared OMol25 structures with the same formula, charge and spin: 464.4 kJ/mol
strongest force on any atom: 4.13 eV/Å
<S²>: 6.027
total charge: +2
2S+1: 5
calculated total energy: -91841.051 eV
LUMO (spin up / spin down): -7.91 / -10.40 eV

natural (NBO) atomic charge list, values in e, 8 entries:
1. C -0.90
2. C -0.70
3. H 0.24
4. H 0.24
5. H 0.23
6. H 0.23
7. H 0.25
8. H 0.22